[1]
The following is a DFT calculation (ωB97M-V/def2-TZVPD) of a structure of composition C27H18F6N5O3ReS.

Values from the calculation:
* HOMO-LUMO gap (spin up / spin down): 7.441 / 6.951 eV
* relative energy (zero: lowest compared OMol25 entry of this formula, charge and spin): 2.77 kJ/mol
* largest force on an atom: 0.2 eV/A
* HOMO energy (spin up / spin down): -11.000 / -11.334 eV
* DFT total energy: -2614.720461 a.u.

ORCA input file:
```
! RIJCOSX wB97M-V def2-TZVPD def2/J DEFGRID3
* xyz 1 4
Re -1.76515 -0.77760 -1.32652
N -4.72098 -0.03634 -4.35511
C -3.95707 -0.60273 -3.41632
S -2.20598 -0.58433 -3.66910
N -4.53459 -1.19113 -2.39972
N -3.58016 -1.74394 -1.58799
C -3.74344 -2.91391 -1.08680
C -2.54037 -3.56933 -0.58188
C -2.55288 -4.78021 0.08774
C -1.34092 -5.36762 0.42158
C -0.16188 -4.73607 0.06549
C -0.22783 -3.52073 -0.59686
N -1.38460 -2.95000 -0.91670
H -4.30683 0.41237 -5.15110
H -5.72280 -0.09378 -4.27830
H -4.69080 -3.43057 -1.18534
H -3.49320 -5.24678 0.34358
H -1.32087 -6.30968 0.95136
H 0.80006 -5.16979 0.29541
H 0.66546 -2.98255 -0.88975
C 3.62022 -0.49460 3.88069
C 3.45816 0.83528 3.15359
C 4.82292 1.35289 2.73010
C 4.71261 2.52253 1.77037
C 3.95295 2.08708 0.55491
C 4.25303 2.53850 -0.70496
C 3.47675 2.14972 -1.80204
F 3.81843 2.62055 -3.00295
C 2.38612 1.34169 -1.67419
C 2.06361 0.86342 -0.39236
C 0.86339 0.09633 -0.19528
O 0.16260 -0.22344 -1.23536
C 0.51796 -0.25614 1.11329
C 1.40710 0.03026 2.13100
N 2.54347 0.69373 1.96712
C 2.86653 1.19935 0.71241
C -0.72754 -1.01497 1.48698
O -0.75149 -1.68278 2.49506
O -1.74567 -0.85353 0.68329
H 4.33811 -0.35765 4.68879
H 4.01563 -1.25088 3.20153
H 2.70271 -0.86777 4.32765
H 2.97987 1.56757 3.80930
H 5.39045 0.54282 2.26410
H 5.35896 1.63804 3.63525
H 5.69756 2.89167 1.48767
H 4.18597 3.35445 2.24912
H 5.08065 3.21644 -0.86745
H 1.76282 1.09720 -2.52127
H 1.16657 -0.31032 3.12698
F -4.26050 0.44791 0.23951
C -3.59979 1.45908 -0.34277
C -2.48212 1.18884 -1.12106
C -1.87023 2.29408 -1.69688
F -0.76944 2.12909 -2.45227
C -2.31977 3.58993 -1.51386
F -1.68634 4.61718 -2.07678
C -3.44519 3.81253 -0.73525
F -3.89175 5.04642 -0.54978
C -4.09494 2.73800 -0.14766
F -5.17556 2.94422 0.59978
*
```



[2]
The following is a DFT calculation (ωB97M-V/def2-TZVPD) of a structure of composition C27H19Cl56F3Ga.

Values from the calculation:
* HOMO-LUMO gap: 6.207 eV
* relative energy (zero: lowest compared OMol25 entry of this formula, charge and spin): 1130.90 kJ/mol
* largest force on an atom: 5.9 eV/A
* HOMO energy: -5.249 eV
* DFT total energy: -29034.757729 a.u.

ORCA input file:
```
! RIJCOSX wB97M-V def2-TZVPD def2/J DEFGRID3
* xyz -1 1
C -0.58977 0.14288 3.36542
C -1.36206 -1.29405 3.60206
C -2.70453 -1.46884 2.67550
C -2.39964 -1.34054 1.03685
C -3.11317 -0.00911 0.38833
C -3.38709 -0.09821 -1.22702
Ga -1.65299 0.68921 -2.13260
C -0.12341 -0.65387 -1.58094
C 1.20159 -0.17881 -0.71970
C 2.31211 -1.34725 -0.30427
C 2.01089 -2.88705 -0.78976
C 0.70222 -3.38711 -1.65970
C -0.39568 -2.22953 -2.07146
C -1.24364 2.63723 -1.50662
F -0.62315 2.66543 -0.13301
F -2.53902 3.39027 -1.39401
F -0.27988 3.35504 -2.39578
H -1.18360 0.77423 2.57217
H 0.48897 -0.04790 2.94997
H -0.55654 0.74823 4.36638
H -0.56484 -2.16456 3.45607
H -1.68719 -1.36224 4.74627
H -3.53268 -0.68567 2.95812
H -3.13570 -2.54225 2.88068
H -1.22385 -1.36050 0.93199
H -2.79898 -2.33591 0.55986
H -4.15485 0.12112 0.93972
H -2.41629 0.90435 0.62033
H -3.41864 -1.25040 -1.53724
H -4.36794 0.42261 -1.59537
H -1.74123 0.62714 -3.75823
H 1.37241 0.95420 -0.38524
H 3.22314 -0.98357 0.33549
H 2.79010 -3.72223 -0.48211
H 0.47138 -4.48666 -1.98688
H -1.37833 -2.50252 -2.69136
C 1.87007 -5.06763 -4.96412
Cl 0.76676 -6.39839 -4.53240
Cl 1.17444 -4.13313 -6.31215
Cl 2.09369 -4.00069 -3.55490
Cl 3.44534 -5.73844 -5.45708
C -1.65081 -2.58369 8.25660
Cl -0.39320 -1.55053 7.53162
Cl -2.80181 -3.09193 6.99513
Cl -0.89155 -4.02275 8.98247
Cl -2.51667 -1.66941 9.51709
C -1.13067 3.37723 6.16587
Cl -1.78582 1.90472 6.92553
Cl -1.02710 3.14028 4.40305
Cl -2.20403 4.75500 6.51788
Cl 0.49430 3.70879 6.81703
C 3.31569 5.22764 9.32108
Cl 2.61890 3.83324 10.18407
Cl 2.32275 6.67423 9.63067
Cl 4.97710 5.51314 9.89768
Cl 3.34389 4.88986 7.57192
C -6.19323 2.96943 -1.10148
Cl -6.82459 4.63393 -1.17516
Cl -7.53763 1.81548 -1.28957
Cl -5.01189 2.72378 -2.41235
Cl -5.39888 2.70463 0.47121
C 5.64829 8.62895 7.56405
Cl 6.59949 9.89826 6.75248
Cl 4.63352 9.36522 8.82997
Cl 4.60868 7.81119 6.37042
Cl 6.75157 7.44123 8.30335
C 1.10777 11.91517 8.24568
Cl 0.73998 13.58577 7.74725
Cl 2.65090 11.40397 7.51643
Cl 1.23607 11.83972 10.02110
Cl -0.19591 10.83131 7.69782
C 1.61120 0.37660 12.40825
Cl 0.63728 -0.65840 11.33362
Cl 1.30885 2.08854 12.01806
Cl 1.15886 0.06490 14.10309
Cl 3.33981 0.01134 12.17809
C 3.03324 -2.58551 -9.65253
Cl 3.85489 -3.48532 -10.95247
Cl 1.27368 -2.83595 -9.77741
Cl 3.60583 -3.17202 -8.07063
Cl 3.39859 -0.84878 -9.80977
C 2.75836 -7.47444 -1.00844
Cl 2.12699 -5.80995 -1.08212
Cl 1.41396 -8.62839 -1.19653
Cl 3.93970 -7.72009 -2.31930
Cl 3.55270 -7.73924 0.56425
C 5.55931 -0.95453 -13.80050
Cl 4.92794 0.70996 -13.87418
Cl 4.21491 -2.10848 -13.98859
Cl 6.74064 -1.20018 -15.11136
Cl 6.35365 -1.21933 -12.22781
C 2.17601 -2.24876 -17.70391
Cl 1.52087 -3.72127 -16.94425
Cl 2.27958 -2.48572 -19.46673
Cl 1.10265 -0.87099 -17.35191
Cl 3.80098 -1.91720 -17.05275
C -3.80959 -3.56839 -5.27210
Cl -4.78352 -4.60340 -6.34672
Cl -4.11195 -1.85646 -5.66229
Cl -4.26194 -3.88010 -3.57725
Cl -2.08099 -3.93366 -5.50225
C -6.69519 -3.83070 -0.46512
Cl -7.66912 -4.86570 -1.53975
Cl -6.99755 -2.11876 -0.85531
Cl -7.14754 -4.14240 1.22972
Cl -4.96659 -4.19596 -0.69528
*
```



[3]
The following is a DFT calculation (ωB97M-V/def2-TZVPD) of a structure of composition C27H19F5N7O4STi.

Values from the calculation:
* HOMO-LUMO gap: 7.093 eV
* relative energy (zero: lowest compared OMol25 entry of this formula, charge and spin): 22.35 kJ/mol
* largest force on an atom: 0.3 eV/A
* HOMO energy: -10.439 eV
* DFT total energy: -3471.460767 a.u.

ORCA input file:
```
! RIJCOSX wB97M-V def2-TZVPD def2/J DEFGRID3
* xyz 1 1
Ti 0.59288 -0.08467 0.61169
O -3.83744 -0.22480 0.29765
C -3.89343 -1.34417 -0.45164
C -5.14231 -1.69380 -0.96443
C -5.28119 -2.81917 -1.74575
C -4.18136 -3.62814 -2.03899
C -2.94908 -3.29574 -1.53026
C -2.77903 -2.15656 -0.72685
C -1.45083 -1.84620 -0.21165
O -1.24678 -0.70654 0.42076
N -0.46221 -2.69517 -0.38858
N 0.67799 -2.12597 0.08853
C 1.78007 -2.77558 0.10381
C 2.91186 -2.02953 0.64179
C 4.18169 -2.56309 0.80748
C 5.17678 -1.76748 1.34646
C 4.88305 -0.46002 1.71184
C 3.59599 0.00327 1.51776
N 2.63430 -0.75742 0.99442
H -2.90395 -0.04291 0.49453
H -5.98418 -1.05461 -0.73610
H -6.25678 -3.07233 -2.14025
H -4.29720 -4.50453 -2.66071
H -2.08075 -3.90338 -1.74182
H 1.86334 -3.78434 -0.28363
H 4.37519 -3.58554 0.51427
H 6.17539 -2.16083 1.48080
H 5.63545 0.19194 2.13042
H 3.32112 1.02105 1.76974
N -0.52281 2.80317 3.52025
C -0.46171 3.73880 2.50614
C 0.02221 3.08453 1.41737
N 0.25756 1.77556 1.75310
C -0.08409 1.63631 3.02148
C 0.04146 0.31064 3.60593
N 0.37816 -0.68203 2.80621
C 0.46796 -1.80251 3.58927
C 0.17460 -1.47445 4.87729
N -0.09322 -0.12386 4.87301
H -0.87444 2.97511 4.44730
H -0.76713 4.75884 2.65318
H 0.21554 3.45064 0.42423
H 0.71355 -2.76581 3.17641
H 0.12434 -2.06387 5.77483
H -0.33925 0.42261 5.68114
F -1.55865 5.53207 -3.64930
C -1.26906 4.25701 -3.43271
C -1.68363 3.64159 -2.26270
F -2.36736 4.33490 -1.35051
C -1.38381 2.31072 -2.04857
F -1.82729 1.75668 -0.91701
C -0.64673 1.56593 -2.96278
S -0.24557 -0.13173 -2.67717
C -0.23922 2.21077 -4.12358
F 0.48290 1.56238 -5.03347
C -0.54948 3.53826 -4.37062
F -0.14810 4.12875 -5.49077
C 3.03256 0.41659 -2.63324
O 2.26005 -0.46961 -1.81723
C 1.06195 0.07519 -1.40643
O 1.06889 1.21280 -0.73679
H 3.95182 -0.10763 -2.87906
H 3.25824 1.33697 -2.09264
H 2.49121 0.65096 -3.55386
*
```



[4]
The following is a DFT calculation (ωB97M-V/def2-TZVPD) of a structure of composition C27H19N3Ta.

Values from the calculation:
* HOMO-LUMO gap: 5.407 eV
* relative energy (zero: lowest compared OMol25 entry of this formula, charge and spin): 105.49 kJ/mol
* largest force on an atom: 1.8 eV/A
* HOMO energy: -17.407 eV
* DFT total energy: -1260.432975 a.u.

ORCA input file:
```
! RIJCOSX wB97M-V def2-TZVPD def2/J DEFGRID3
* xyz 3 1
Ta -0.04721 -0.08390 -0.13660
C 3.60963 -2.45925 -0.10810
C 2.96797 -3.69125 -0.20450
C 1.57535 -3.80354 -0.22220
C 0.77849 -2.67619 -0.16950
C 1.44505 -1.38716 -0.07680
C 2.84829 -1.31122 -0.02329
C -0.71152 -2.77064 -0.13003
C -1.42506 -3.95095 -0.15619
C -2.81135 -3.92840 -0.06270
C -3.52014 -2.73214 0.09273
C -4.93021 -2.68035 0.20678
C -5.55569 -1.47492 0.37590
C -4.80198 -0.28999 0.44526
C -3.42676 -0.30446 0.33523
C -2.77669 -1.52410 0.14865
N -1.39724 -1.57326 0.00586
H 4.69000 -2.40962 -0.09136
H 3.56107 -4.59598 -0.25583
H 1.14014 -4.79150 -0.27439
H 3.33429 -0.34623 0.06193
H -0.90997 -4.89465 -0.25159
H -3.35796 -4.86411 -0.09512
H -5.49779 -3.60044 0.15736
H -6.63229 -1.42481 0.46254
H -5.31533 0.65110 0.59228
H -2.87372 0.63063 0.41307
C -0.34599 -2.73893 5.27755
C -0.44068 -1.38361 5.57574
C -0.36366 -0.43324 4.57869
C -0.19013 -0.84624 3.24790
C -0.09475 -2.20406 2.95163
C -0.17028 -3.14491 3.96351
N -0.10446 0.14431 2.20091
N -0.04876 1.31738 2.63344
C 0.06132 2.32202 1.68070
C 0.15020 3.66319 1.99491
C 0.25247 4.56702 0.92940
C 0.25968 4.14464 -0.39284
C 0.16564 2.77797 -0.69049
C 0.08118 1.87490 0.36348
H -0.40371 -3.47208 6.07037
H -0.57513 -1.06487 6.60014
H -0.44220 0.61091 4.83167
H 0.07706 -2.54308 1.94826
H -0.08209 -4.19702 3.73002
H 0.14507 4.00027 3.02282
H 0.32618 5.62500 1.14632
H 0.33836 4.86786 -1.19315
H 0.17530 2.47273 -1.74094
*
```



> Which of these has the lowest largest force on an atom?

C27H18F6N5O3ReS